# 1
Formula: C15H22B3BiF4N6O5
Source: the OMol25 dataset
Level of theory: the ωB97M-V functional and the def2-TZVPD basis

Computed properties:
max |F|	1.83	eV Å⁻¹
ΔE to the lowest compared entry with this formula, charge and spin	0.00	kcal/mol
net charge	+2
2S+1	1
HOMO-LUMO gap (alpha / beta)	6.6 / 5.9	eV

Geometry (Å):
Bi 0.04488 -0.43347 0.43632
C -2.23527 -3.46432 -2.54659
C -1.23873 -2.65729 -1.79257
N -1.54900 -1.56785 -1.07719
O -2.75815 -1.19259 -1.10652
B -2.96289 0.21153 -0.48490
F -2.35167 0.11692 0.79848
F -4.26087 0.50302 -0.50453
O -2.19885 1.22602 -1.26250
N -0.86395 1.09068 -1.14661
C -0.11167 1.79344 -1.91173
C -0.63428 2.78699 -2.88993
C 1.35778 1.51432 -1.81001
N 1.66823 0.52945 -1.04965
O 2.93889 0.11803 -1.01164
B 3.08561 -1.29218 -0.53064
F 4.35469 -1.67151 -0.67709
F 2.52471 -1.36695 0.76566
O 2.20012 -2.25992 -1.37369
N 0.96606 -2.13518 -1.17319
C 0.16507 -2.97292 -1.85211
C 0.65946 -4.10553 -2.67333
C 2.35094 2.28976 -2.60511
H -3.21815 -3.01224 -2.49978
H -2.28926 -4.47342 -2.12297
H -1.93083 -3.56679 -3.59038
H -1.70900 2.69574 -2.98982
H -0.15970 2.65142 -3.86262
H -0.40272 3.80266 -2.55249
H 1.72144 -4.26329 -2.52321
H 0.48204 -3.89903 -3.73455
H 0.11496 -5.01861 -2.42343
H 2.14986 3.35850 -2.53084
H 2.28363 2.01593 -3.66230
H 3.35809 2.07786 -2.26385
O 1.29292 -0.32036 2.77022
C 2.08908 0.87601 2.80518
C 1.16441 2.03924 2.56405
C 1.37543 3.26220 3.17783
C 0.45034 4.27623 2.99751
C -0.67560 4.03290 2.22383
C -0.80543 2.79972 1.62048
N 0.10730 1.81777 1.76743
H 1.88976 -1.07877 2.78497
H 2.86934 0.83332 2.03933
H 2.57509 1.00606 3.76842
H 2.25235 3.40919 3.79752
H 0.59319 5.23671 3.47560
H -1.44927 4.77987 2.10253
H -1.67611 2.57637 1.01579
B -2.49379 -2.47198 4.27685
C -1.63415 -2.39237 2.98136
N -0.99129 -2.28630 2.03211
H -3.59230 -1.98605 3.98602
H -3.15982 -3.40265 4.81384
H -1.73291 -2.43632 5.23443

=====

# 2
Formula: C3H8N2
Source: the OMol25 dataset
Level of theory: the ωB97M-V functional and the def2-TZVPD basis

Computed properties:
structure (SMILES)	[H]/N=C/N.C=C
max |F|	2.42	eV Å⁻¹
ΔE to the lowest compared entry with this formula, charge and spin	64.30	kcal/mol
net charge	0
2S+1	1
HOMO-LUMO gap	10.2	eV

Geometry (Å):
H 0.27935 1.70698 1.12782
N 0.71484 1.02801 0.50906
C 1.42264 1.65885 -0.34874
N 1.73847 1.17213 -1.58073
H 2.05463 2.45953 0.05565
H 1.84881 0.18124 -1.75333
H 2.56413 1.61462 -1.96615
C -1.67285 -1.52730 1.30614
C -1.76317 -1.72996 0.00471
H -1.93970 -2.35616 1.95360
H -1.42902 -0.55844 1.71748
H -1.98747 -2.73473 -0.32620
H -1.83066 -0.91477 -0.69930

=====

# 3
Formula: C53H54BN9O5Ti
Source: the OMol25 dataset
Level of theory: the ωB97M-V functional and the def2-TZVPD basis

Computed properties:
max |F|	0.99	eV Å⁻¹
ΔE to the lowest compared entry with this formula, charge and spin	3.79	kcal/mol
net charge	-1
2S+1	2
HOMO-LUMO gap (alpha / beta)	7.1 / 8.5	eV

Geometry (Å):
Ti 0.28898 -0.18405 -0.22200
C -2.69433 -0.53018 -1.91872
C -2.74780 0.13201 -0.58423
C -3.82801 0.11511 0.30999
C -3.40555 0.88596 1.36553
N -2.15763 1.31906 1.12066
N -1.73660 0.84445 -0.09875
B -1.64101 2.69908 1.56385
N -0.13085 2.68848 1.73646
C 0.68661 3.75567 1.73054
C 1.90383 3.36530 2.23495
C 1.73583 2.00322 2.53295
C 2.78666 1.04778 2.99328
N 0.50239 1.60629 2.24624
N -2.03478 3.73488 0.48038
C -3.27506 4.21235 0.24977
C -3.27361 4.84913 -0.96925
C -1.95583 4.69122 -1.44261
C -1.37221 5.16755 -2.73487
N -1.22788 4.01230 -0.57149
N -2.33136 3.17194 2.88057
C -2.43869 4.46355 3.26046
C -2.79919 4.49556 4.58478
C -2.88207 3.13839 4.95154
C -3.21700 2.57363 6.29456
N -2.59076 2.35155 3.92629
H -1.72838 -0.38584 -2.39677
H -2.87362 -1.60225 -1.81561
H -3.47472 -0.11545 -2.56076
H -4.76322 -0.40598 0.20150
H -3.90589 1.17219 2.27682
H 0.34407 4.70533 1.35650
H 2.80005 3.95442 2.32874
H 3.62634 1.58936 3.42855
H 2.40192 0.35347 3.74174
H 3.16924 0.47913 2.14226
H -4.06401 4.07124 0.97035
H -4.09379 5.35670 -1.44828
H -2.03759 5.88910 -3.20908
H -0.40288 5.63927 -2.57305
H -1.21200 4.33724 -3.42453
H -2.24082 5.26357 2.56770
H -2.97604 5.36451 5.19594
H -4.08186 3.07608 6.73139
H -3.44425 1.51251 6.21840
H -2.38304 2.68948 6.99030
O -0.67426 -1.72070 0.48547
C -0.49943 -2.35015 1.71081
C 0.74923 -1.72745 2.39481
C 1.94613 -1.97603 1.52670
C 2.95442 -2.84718 1.91629
C 3.96600 -3.14066 1.02093
C 3.94405 -2.57497 -0.24193
C 2.91151 -1.70813 -0.57928
C 2.85008 -1.08820 -1.94851
C 1.51539 -1.27577 -2.71438
O 0.46348 -0.66355 -2.04292
C 1.67159 -0.61820 -4.09883
C 0.75590 0.34191 -4.50990
C 0.88452 0.95211 -5.75064
C 1.92853 0.61356 -6.59709
C 2.84835 -0.34494 -6.19389
C 2.71626 -0.95582 -4.95612
C 1.18968 -2.75730 -2.95399
C 2.17221 -3.72944 -3.11650
C 1.83574 -5.04728 -3.39830
C 0.50463 -5.41311 -3.52601
C -0.48327 -4.45185 -3.36183
C -0.14282 -3.13878 -3.07738
N 1.94966 -1.41751 0.30526
C -0.19800 -3.84475 1.55137
C -0.18684 -4.67839 2.66883
C 0.18648 -6.00752 2.55812
C 0.55252 -6.52728 1.32125
C 0.53222 -5.70692 0.20455
C 0.15832 -4.37212 0.32054
C -1.77994 -2.17042 2.52099
C -1.90589 -1.26895 3.56566
C -3.12445 -1.11552 4.21963
C -4.22785 -1.85414 3.83172
C -4.11450 -2.74627 2.77008
C -2.90278 -2.89894 2.12374
H 0.57400 -0.65563 2.50977
H 0.91961 -2.15954 3.38351
H 2.91227 -3.29831 2.89776
H 4.75765 -3.82624 1.29784
H 4.70975 -2.79708 -0.97233
H 3.01723 -0.01592 -1.85368
H 3.68883 -1.47277 -2.52742
H -0.02029 0.64558 -3.82421
H 0.17190 1.71310 -6.04405
H 2.03096 1.09717 -7.56090
H 3.67194 -0.61921 -6.84187
H 3.43745 -1.71182 -4.66978
H 3.21862 -3.47061 -3.01908
H 2.61806 -5.78787 -3.51298
H 0.23934 -6.44078 -3.74233
H -1.52729 -4.72781 -3.44612
H -0.90839 -2.39176 -2.93077
H -0.48290 -4.28072 3.63382
H 0.18666 -6.64218 3.43630
H 0.84553 -7.56629 1.23192
H 0.80913 -6.09463 -0.76724
H 0.14453 -3.72599 -0.54616
H -1.07789 -0.63377 3.85472
H -3.20548 -0.38729 5.01196
H -5.17643 -1.72665 4.33955
H -4.97611 -3.31850 2.44657
H -2.81301 -3.58803 1.29189
C 2.89742 2.89496 -3.02726
C 2.08710 3.06300 -1.74552
C 2.32575 4.44721 -1.14115
O 0.72465 2.91346 -2.10188
C 2.53173 2.00506 -0.71168
O 3.71377 1.89478 -0.41878
O 1.58865 1.29858 -0.17799
H 2.76833 3.77195 -3.66377
H 2.54592 2.02360 -3.57973
H 3.95417 2.76993 -2.79230
H 2.09449 5.20805 -1.88907
H 3.36686 4.54852 -0.83004
H 1.68312 4.59831 -0.27490
H 0.18192 3.12249 -1.31487

=====

# 4
Formula: C6H8N2S
Source: the OMol25 dataset
Level of theory: the ωB97M-V functional and the def2-TZVPD basis

Computed properties:
max |F|	2.78	eV Å⁻¹
ΔE to the lowest compared entry with this formula, charge and spin	55.06	kcal/mol
net charge	0
2S+1	1
HOMO-LUMO gap (alpha / beta)	7.3 / 6.0	eV

Geometry (Å):
C -3.07053 0.53941 -0.38194
C -1.94013 0.36304 -1.11141
C -1.54374 0.10628 1.03701
C 1.48971 0.10187 0.40983
C 0.35238 -0.18157 -0.50505
C 2.63904 -0.87181 0.24776
N -2.80464 0.35849 0.95181
N -0.92867 0.09187 -0.20846
S 2.10675 1.85366 -0.02817
H -4.05581 0.79460 -0.71385
H -1.75890 0.43815 -2.16321
H -1.02453 -0.10487 1.94850
H 1.17839 0.18672 1.44778
H 0.58581 -0.34600 -1.54758
H 2.94603 -0.90561 -0.79524
H 2.34490 -1.87256 0.56042
H 3.48394 -0.55167 0.85180